Entry 1:
A structure of composition C35H42AsCl2N2O4Ti, computed with the ωB97M-V functional and the def2-TZVPD basis.

Net charge: -1
2S+1: 3
LUMO (alpha / beta) (eV): 1.681 / 1.694
Energy relative to the best compared isomer or geometry (same formula, charge and spin) (kJ/mol): 182.7

Geometry as XYZ:
```
87
Properties=species:S:1:pos:R:3:forces:R:3
O -1.25296 -2.75388 0.80537 -0.2 0.4 1.0
C -0.97410 -3.90446 0.44495 -1.0 -2.6 -0.2
C -1.80127 -5.10798 0.74810 1.9 2.2 -0.7
C -2.67595 -5.14709 1.84757 -1.2 -0.5 0.7
H -2.69369 -4.28857 2.52093 -0.1 -0.2 -0.1
C -3.45966 -6.28136 2.07884 0.5 0.7 -0.1
H -4.12719 -6.31390 2.94472 0.2 0.0 -0.2
C -3.37286 -7.38886 1.22254 -0.5 -0.5 0.4
H -3.97181 -8.28009 1.41082 0.1 0.2 0.0
C -2.47264 -7.37510 0.14870 0.6 0.7 -0.3
H -2.38282 -8.26394 -0.48467 0.0 0.4 0.1
C -1.70251 -6.23790 -0.08163 -0.1 -1.5 -0.2
H -0.98236 -6.21974 -0.89678 -0.1 0.0 0.0
H -0.07688 -4.10032 -0.18895 -0.5 0.1 0.0
C 1.94207 -2.55851 0.79556 0.7 0.1 1.3
C 1.53632 -1.38696 0.01750 -1.4 0.7 -0.5
H 2.95674 -2.45340 1.21575 0.1 -0.2 0.0
H 1.93084 -3.48244 0.19603 -0.1 0.4 0.0
H 1.25274 -2.67970 1.63224 0.0 -0.3 0.0
C 2.26979 -0.56458 -0.72579 0.9 -0.3 -0.3
C 3.72410 -0.23082 -0.53571 0.5 -0.5 0.0
H 1.85824 -0.15210 -1.64818 -0.5 0.7 0.5
H 4.31326 -1.10165 -0.22011 0.0 0.1 -0.1
H 3.84783 0.50266 0.26964 0.0 0.2 -0.1
H 4.17016 0.18870 -1.44495 0.1 0.0 0.1
Ti -0.25431 -0.12118 0.06381 1.9 -3.4 -1.7
Cl -0.42558 -0.52446 2.30538 -0.2 0.4 2.0
Cl -0.58682 -1.70130 -1.65230 -1.0 -0.5 -2.0
H -4.77473 -1.77198 1.52408 0.0 0.0 -0.1
H -5.55434 -0.00830 2.60960 0.0 0.2 0.0
C -3.88959 -1.33997 1.05420 0.4 -0.3 0.3
C -4.61154 0.53995 2.55154 -0.1 0.0 -0.2
N -3.88330 0.08603 1.37730 -0.3 0.6 -0.1
H -3.92584 -1.49038 -0.03112 0.1 0.1 0.3
C -3.10209 0.92140 0.70421 1.8 -1.3 -0.7
O -2.14244 0.51862 -0.02026 -3.4 1.6 0.8
H -4.80553 1.61423 2.45845 0.0 -0.1 0.1
H -3.31422 2.00201 0.79373 0.1 -0.3 0.2
H -2.98574 -1.82710 1.43817 0.0 -0.1 -0.2
H -4.05688 0.35479 3.48496 0.0 0.0 -0.4
H 0.90782 2.53187 -4.63867 0.0 0.0 0.0
H -1.62286 1.39453 -5.87798 0.1 -0.1 0.1
C 0.98830 1.43720 -4.59926 -0.1 -0.1 0.0
C -1.15546 0.49729 -5.44352 -0.1 0.1 0.1
N -0.29849 0.82808 -4.31366 0.0 0.2 -0.4
H 1.71988 1.16251 -3.83663 -0.2 -0.1 0.0
C -0.75608 0.74261 -3.05656 0.7 0.0 2.1
O -0.09929 1.07100 -2.03543 -1.0 0.5 -2.3
H -1.95024 -0.18254 -5.11481 0.3 0.1 -0.1
H -1.76589 0.32102 -2.96301 0.2 0.0 0.0
H 1.31838 1.08385 -5.57862 0.1 0.0 0.1
H -0.56280 0.01555 -6.23051 -0.1 0.0 0.2
O 0.61137 1.49390 0.44142 1.8 5.4 1.3
As 1.21821 3.09324 0.80903 -1.4 -4.3 -0.9
C 2.76034 3.24232 -0.30487 0.7 0.5 0.0
C 2.59640 3.04584 -1.68079 0.1 0.1 0.0
C 3.71369 3.10299 -2.51817 0.0 0.1 0.4
C 4.98226 3.33414 -1.96781 -0.2 0.0 0.1
C 5.14325 3.52464 -0.59007 -0.2 0.0 0.0
C 4.02609 3.49245 0.25269 -0.3 0.0 -0.4
C -0.12314 4.40162 0.37873 0.0 0.7 0.1
C 0.13048 5.40647 -0.57144 -0.3 -0.1 0.3
C -0.85420 6.36946 -0.83258 0.0 -0.2 0.2
C -2.06990 6.33879 -0.13623 0.2 -0.2 0.0
C -2.31239 5.33999 0.81569 0.3 -0.1 -0.1
C -1.34460 4.35953 1.06781 0.1 0.3 -0.1
C 1.65607 3.01409 2.67349 0.1 0.8 0.6
C 2.22876 1.85110 3.20599 0.1 0.1 -0.1
C 2.63609 1.83992 4.54599 -0.2 0.2 -0.2
C 2.40615 2.95448 5.36215 -0.1 0.0 -0.4
C 1.78792 4.09791 4.83767 0.0 -0.1 -0.2
C 1.42544 4.13881 3.48601 0.3 -0.4 0.1
H 1.59872 2.84851 -2.08421 0.3 -0.1 0.1
H 3.57968 2.97839 -3.59649 0.1 0.0 0.4
H 5.85158 3.36138 -2.62687 -0.2 0.0 0.2
H 6.13441 3.70524 -0.16292 -0.4 -0.1 -0.2
H 4.12242 3.65912 1.32910 0.0 -0.1 -0.3
H 1.09074 5.43151 -1.09304 -0.3 0.0 0.1
H -0.66507 7.14691 -1.57661 -0.1 -0.3 0.2
H -2.83602 7.08832 -0.34661 0.3 -0.2 0.1
H -3.25533 5.32142 1.36696 0.3 0.0 -0.2
H -1.52536 3.57084 1.80279 0.0 0.2 -0.2
H 2.34441 0.96636 2.57424 -0.1 0.2 0.2
H 3.13361 0.95374 4.94458 -0.3 0.2 -0.1
H 2.69988 2.92450 6.41365 -0.1 0.0 -0.3
H 1.59597 4.96255 5.47657 0.1 -0.3 -0.2
H 0.97005 5.03384 3.05651 0.1 -0.2 0.2
```
Forces are in eV/Å.

---

Entry 2:
A cluster of 2 separate species, C5H15NO2 in total, computed with the ωB97M-V functional and the def2-TZVPD basis.

LUMO (eV): 0.689
Energy relative to the best compared isomer or geometry (same formula, charge and spin) (kJ/mol): 278.0
Structure (SMILES): CC(C)[C@H](N)CO.O

Geometry as XYZ:
```
23
Properties=species:S:1:pos:R:3:forces:R:3
C -1.04631 -0.25450 0.45840 -2.1 -2.9 0.1
O -1.20810 -0.69024 1.81107 2.3 0.3 1.1
C -0.12989 -1.22782 -0.32212 1.3 3.6 -1.2
C 1.18077 -0.32988 -0.54486 0.6 -3.7 1.0
C 0.90297 0.95775 -1.28267 4.6 0.6 2.2
C 2.00413 -0.37569 0.80557 1.4 -1.0 -5.4
N -0.66032 -1.55246 -1.68077 -0.5 -2.9 1.3
H -0.79372 0.78136 0.42478 0.4 0.6 -0.1
H -2.05419 -0.41053 -0.00355 0.5 0.5 0.5
H -0.26663 -0.72214 2.20142 -2.3 0.1 -0.7
H 0.21709 -2.04361 0.32378 -0.8 -0.3 -0.6
H 1.86401 -1.06703 -1.05236 -0.8 1.3 -0.9
H 0.76145 0.79472 -2.25829 -1.5 -0.9 -3.7
H 1.87347 1.54598 -1.40721 -0.8 -0.6 0.6
H 0.26235 1.67475 -0.87748 -1.3 0.7 0.7
H 2.26180 -1.41273 0.99164 0.3 -0.1 0.0
H 1.46491 -0.06801 1.54712 -2.8 2.4 4.7
H 2.86503 0.23243 0.60341 0.6 0.2 0.5
H -1.29758 -2.41177 -1.61905 1.2 1.6 -0.1
H -1.26232 -0.83164 -2.02610 -0.2 0.6 0.0
H -2.29202 2.76735 0.51211 -0.7 -0.1 3.9
H -2.18413 1.89358 1.82792 0.4 -1.5 0.4
O -2.46278 2.75012 1.56722 0.2 1.5 -4.3
```
Forces are in eV/Å.

---

Entry 3:
The molecule C12H17BrFNO, computed with the ωB97M-V functional and the def2-TZVPD basis.

LUMO (eV): 0.658
Energy relative to the best compared isomer or geometry (same formula, charge and spin) (kJ/mol): 0.0
Structure (SMILES): CCCN(CCO)Cc1ccc(F)c(Br)c1

Geometry as XYZ:
```
33
Properties=species:S:1:pos:R:3:forces:R:3
C 0.36525 1.28245 3.44251 0.2 -0.2 0.0
H -0.68336 1.12637 3.68827 -0.1 0.0 0.0
C 1.05837 -0.04857 3.17547 -0.3 0.0 -0.2
C 0.36546 -0.92448 2.11585 0.3 0.0 0.3
N 0.42209 -0.48854 0.73493 0.0 0.2 0.1
C 1.75683 -0.33810 0.20223 0.0 -0.2 -0.4
H 2.17195 0.67034 0.39408 0.0 -0.1 0.0
C 1.81193 -0.60953 -1.30784 -0.3 0.1 0.2
O 3.13552 -0.70488 -1.77360 0.5 0.1 0.0
H 3.58994 0.12689 -1.59774 0.0 -0.1 -0.1
H 1.26382 0.16712 -1.85822 0.0 -0.1 0.0
H 1.34873 -1.57419 -1.52194 -0.1 0.1 0.0
H 2.40572 -1.06962 0.68941 0.0 0.0 0.0
C -0.49081 0.56427 0.34323 -0.1 -0.1 0.0
C -1.18662 0.24185 -0.95807 -0.1 0.1 -0.1
C -1.55009 -1.06823 -1.24808 0.0 0.2 0.0
C -2.20529 -1.37568 -2.42485 -0.1 0.1 -0.2
C -2.50764 -0.36407 -3.31936 0.0 0.2 0.0
C -2.15823 0.94876 -3.04193 -0.1 0.1 -0.3
C -1.49795 1.24754 -1.86151 -0.1 -0.2 0.0
H -1.22813 2.27262 -1.65487 0.0 0.1 0.0
Br -2.57751 2.33055 -4.27742 0.1 -0.3 0.2
F -3.14581 -0.66276 -4.46317 0.1 0.0 0.1
H -2.49044 -2.38742 -2.66586 0.0 -0.1 0.0
H -1.30113 -1.84428 -0.54259 0.1 -0.1 0.1
H -1.26364 0.66779 1.11044 0.1 0.1 0.0
H 0.01480 1.53850 0.24804 -0.1 0.0 0.1
H -0.68834 -1.04266 2.38155 0.0 -0.1 0.0
H 0.82607 -1.91793 2.14816 -0.1 0.0 0.1
H 2.09231 0.13229 2.87624 0.1 -0.1 0.0
H 1.08292 -0.62403 4.10355 0.1 0.0 0.0
H 0.42477 1.94122 2.58046 0.0 0.1 -0.1
H 0.83855 1.78641 4.28263 0.0 0.1 0.0
```
Forces are in eV/Å.